Computed, not measured: a 10-piece molecular cluster, C23H18Cl36NO4 overall at a distorted geometry, with ωB97M-V with the def2-TZVPD basis set.

Structure (ORCA input):
```
! RIJCOSX wB97M-V def2-TZVPD def2/J DEFGRID3
* xyz 1 1
O 1.84 -2.45 -1.58
C 0.87 -3.00 -1.10
C -0.56 -2.88 -1.64
C -1.22 -1.50 -1.38
C -0.74 -0.38 -2.39
C 0.32 0.49 -1.66
O 0.98 1.34 -2.55
C 2.22 1.77 -2.05
O 2.45 2.96 -2.03
C 3.27 0.80 -1.58
C 3.54 0.76 -0.23
C 4.48 -0.15 0.22
C 5.09 -0.98 -0.69
C 4.83 -0.94 -2.04
C 3.90 -0.03 -2.49
C -0.42 1.24 -0.53
N -1.43 0.40 0.18
C -1.15 -1.05 0.09
O -1.97 -1.77 0.94
H 1.03 -3.68 -0.23
H -1.19 -3.66 -1.19
H -0.53 -3.08 -2.72
H -2.29 -1.63 -1.60
H -0.25 -0.87 -3.24
H -1.60 0.21 -2.71
H 1.00 -0.23 -1.19
H 3.03 1.42 0.47
H 4.72 -0.18 1.28
H 5.82 -1.70 -0.34
H 5.30 -1.60 -2.76
H 3.62 0.07 -3.52
H 0.29 1.69 0.17
H -0.96 2.09 -0.97
H -1.42 0.68 1.17
H -2.36 0.62 -0.18
H -0.12 -1.19 0.46
H -2.28 -2.58 0.51
C -2.60 3.07 -4.85
Cl -2.88 4.07 -6.27
Cl -2.81 1.36 -5.27
Cl -0.96 3.34 -4.25
Cl -3.76 3.50 -3.58
C -5.51 -3.45 1.92
Cl -5.00 -3.40 3.60
Cl -4.18 -4.11 0.94
Cl -6.93 -4.48 1.74
Cl -5.90 -1.81 1.37
C -4.80 -2.54 7.49
Cl -4.31 -2.46 9.18
Cl -3.47 -3.14 6.48
Cl -6.18 -3.63 7.34
Cl -5.26 -0.92 6.93
C -3.91 4.73 0.63
Cl -4.18 5.74 -0.78
Cl -4.12 3.02 0.18
Cl -2.26 4.97 1.23
Cl -5.06 5.15 1.90
C 0.84 0.26 -7.00
Cl 2.29 0.49 -7.98
Cl 0.02 -1.23 -7.47
Cl 1.31 0.17 -5.29
Cl -0.25 1.63 -7.22
C 1.10 5.47 3.65
Cl 0.84 6.48 2.22
Cl 0.88 3.75 3.22
Cl 2.74 5.70 4.25
Cl -0.05 5.90 4.90
C 0.30 -1.50 7.88
Cl 1.23 -2.67 8.82
Cl 0.78 0.14 8.34
Cl 0.61 -1.73 6.15
Cl -1.43 -1.73 8.18
C 1.68 -4.75 3.42
Cl 0.28 -4.15 2.50
Cl 1.15 -5.20 5.04
Cl 2.36 -6.15 2.60
Cl 2.90 -3.47 3.52
C 5.29 2.63 -5.28
Cl 5.36 1.57 -3.85
Cl 4.49 4.14 -4.85
Cl 6.93 2.97 -5.86
Cl 4.35 1.82 -6.54
*
```

Summary:
Kohn-Sham gap in eV: 8.8
Largest force on an atom in eV Å⁻¹: 2.77
HOMO energy in eV: -11.6

Löwdin population analysis, charges in e, atoms 1 to 6:
1 O 0.0737
2 C -0.2161
3 C -0.0785
4 C -0.2109
5 C -0.0460
6 C -0.3146


Computed, not measured: a single C23H18ClN3O5 molecule at a distorted geometry, with ωB97M-V with the def2-TZVPD basis set.

Structure (ORCA input):
```
! RIJCOSX wB97M-V def2-TZVPD def2/J DEFGRID3
* xyz 0 1
O 3.57 1.86 0.97
O -0.20 3.49 -0.80
Cl 6.45 -2.21 0.37
O -2.72 -2.03 -0.76
O 1.52 0.43 2.52
O -0.23 2.34 2.31
C 2.39 1.86 0.63
C 0.46 2.79 -0.06
C -2.38 -0.79 -0.23
C 0.22 -0.97 -0.24
C -1.09 -0.34 0.00
C 1.32 -0.40 0.32
C -5.18 1.76 0.47
C -4.34 2.81 0.89
C 4.22 -3.26 -0.99
C 3.85 -1.22 0.30
C -4.67 0.50 0.12
C 2.88 -3.27 -1.34
C -2.98 2.59 1.00
C 4.73 -2.23 -0.16
C 2.47 -1.30 -0.02
C -3.29 0.29 0.18
C 1.99 -2.32 -0.81
C -2.48 1.34 0.60
N 1.83 2.90 -0.11
N 0.61 -2.09 -0.99
N -1.16 0.95 0.57
C -3.32 -2.92 0.17
C 2.58 3.74 -1.01
C -0.17 -2.68 -2.07
C 1.33 0.86 1.16
C 0.03 1.73 1.00
H 2.05 -0.37 2.53
H -0.22 1.64 3.00
H -6.25 1.96 0.37
H -4.70 3.83 1.08
H 4.87 -4.04 -1.26
H 4.24 -0.44 0.95
H -5.34 -0.26 -0.23
H 2.55 -4.00 -2.10
H -2.33 3.43 1.28
H -2.50 -3.35 0.76
H -3.82 -3.73 -0.37
H -4.01 -2.40 0.84
H 2.25 4.78 -0.92
H 2.42 3.47 -2.01
H 3.65 3.71 -0.79
H 0.47 -3.16 -2.78
H -0.88 -3.40 -1.70
H -0.73 -1.93 -2.64
*
```

Summary:
Kohn-Sham gap in eV: 8.0
Largest force on an atom in eV Å⁻¹: 3.14
HOMO energy in eV: -7.9

natural (NBO) population analysis, charges in e, atoms 1 to 6:
1 O -0.5594
2 O -0.5437
3 Cl -0.0227
4 O -0.5262
5 O -0.7010
6 O -0.6938


Computed, not measured: C23H18ErN4O7S as an isolated structure at a distorted geometry, with ωB97M-V with the def2-TZVPD basis set.

Structure (ORCA input):
```
! RIJCOSX wB97M-V def2-TZVPD def2/J DEFGRID3
* xyz -1 4
Er 0.33 -0.31 -0.46
N -2.04 3.93 0.22
C -1.19 2.85 0.18
S -1.29 1.88 -1.25
N -0.41 2.73 1.22
N 0.37 1.60 1.18
C 1.42 1.65 1.90
C 2.30 0.47 2.03
C 3.47 0.55 2.75
C 4.25 -0.59 2.88
C 3.83 -1.77 2.29
C 2.64 -1.76 1.57
N 1.89 -0.67 1.44
H -2.83 3.91 -0.40
H -2.17 4.34 1.13
H 1.70 2.56 2.42
H 3.77 1.49 3.19
H 5.19 -0.56 3.42
H 4.40 -2.68 2.34
H 2.28 -2.64 1.05
O -1.75 -1.30 -1.49
C -2.71 -1.87 -0.58
C -1.89 -2.37 0.63
O -2.33 -3.29 1.31
O -0.80 -1.73 0.83
C -3.68 -0.78 -0.15
C -3.70 -0.27 1.14
C -4.56 0.78 1.46
C -5.40 1.32 0.50
C -5.39 0.81 -0.79
C -4.54 -0.23 -1.11
C -3.43 -3.03 -1.26
C -4.64 -3.50 -0.75
C -5.28 -4.57 -1.34
C -4.72 -5.20 -2.45
C -3.52 -4.75 -2.95
C -2.87 -3.67 -2.36
H -2.21 -0.72 -2.11
H -3.04 -0.67 1.89
H -4.56 1.18 2.46
H -6.06 2.14 0.76
H -6.04 1.23 -1.55
H -4.55 -0.64 -2.12
H -5.07 -3.02 0.12
H -6.22 -4.92 -0.93
H -5.23 -6.04 -2.91
H -3.06 -5.23 -3.80
H -1.91 -3.33 -2.74
O 4.12 0.41 -0.92
C 3.00 0.09 -1.24
O 1.94 0.84 -1.30
C 2.68 -1.45 -1.57
O 3.58 -2.26 -1.61
O 1.39 -1.69 -1.71
*
```

Summary:
Kohn-Sham gap (alpha / beta) in eV: 7.6 / 7.6
Energy above the lowest of the compared OMol25 structures with the same formula, charge and spin in eV: 0.000
Largest force on an atom in eV Å⁻¹: 1.95
HOMO energy (alpha / beta) in eV: -5.5 / -5.5

natural (NBO) population analysis, charges in e, atoms 1 to 6:
1 Er 1.8555
2 N -0.8068
3 C 0.3104
4 S -0.3926
5 N -0.4564
6 N -0.2676


Computed, not measured: C23H18F12MoNO3 as an isolated structure at a distorted geometry, with ωB97M-V with the def2-TZVPD basis set.

Structure (ORCA input):
```
! RIJCOSX wB97M-V def2-TZVPD def2/J DEFGRID3
* xyz 1 3
Mo -0.65 -0.05 0.47
C 1.97 -3.06 -5.17
C 1.74 -2.47 -3.80
C 2.54 -1.44 -3.32
C 2.32 -0.89 -2.06
C 1.29 -1.35 -1.25
N 1.12 -0.76 0.07
C 2.31 -0.62 0.88
C 3.41 -1.41 0.58
C 4.59 -1.31 1.29
C 4.73 -0.41 2.33
C 6.03 -0.25 3.09
C 3.61 0.32 2.68
C 2.40 0.22 2.00
C 1.19 0.94 2.59
O 0.17 1.14 1.64
C 0.55 0.03 3.69
F 1.31 -0.09 4.77
F 0.37 -1.19 3.16
F -0.65 0.48 4.04
C 1.49 2.36 3.17
F 2.28 3.04 2.34
F 2.06 2.33 4.37
F 0.35 3.06 3.29
C 0.42 -2.33 -1.75
C 0.69 -2.89 -3.00
C -0.85 -2.68 -0.97
O -1.38 -1.46 -0.48
C -2.01 -3.25 -1.84
F -1.77 -4.45 -2.35
F -2.26 -2.41 -2.85
F -3.12 -3.32 -1.11
C -0.55 -3.62 0.25
F 0.62 -3.32 0.79
F -1.49 -3.48 1.19
F -0.52 -4.90 -0.14
H 3.03 -3.10 -5.42
H 1.47 -2.46 -5.93
H 1.57 -4.08 -5.23
H 3.34 -1.04 -3.93
H 2.96 -0.10 -1.70
H 3.34 -2.13 -0.22
H 5.42 -1.95 1.01
H 6.85 -0.73 2.56
H 5.96 -0.69 4.08
H 6.28 0.81 3.22
H 3.68 0.98 3.54
H 0.05 -3.68 -3.38
C -4.27 2.03 0.53
C -2.91 2.02 -0.02
C -2.39 3.03 -0.97
O -2.17 1.10 0.34
H -4.89 2.80 0.06
H -4.20 2.23 1.60
H -4.74 1.05 0.41
H -3.13 3.79 -1.20
H -2.10 2.51 -1.89
H -1.49 3.49 -0.55
*
```

Summary:
Kohn-Sham gap (alpha / beta) in eV: 6.4 / 6.5
Energy above the lowest of the compared OMol25 structures with the same formula, charge and spin in eV: 0.728
Largest force on an atom in eV Å⁻¹: 4.06
HOMO energy (alpha / beta) in eV: -11.1 / -11.2

natural (NBO) population analysis, charges in e, atoms 1 to 6:
1 Mo 1.7331
2 C -0.6385
3 C 0.0228
4 C -0.1838
5 C -0.2403
6 C 0.1693


Computed, not measured: a 3-piece molecular cluster, C23H18N3O2S overall at a distorted geometry, with ωB97M-V with the def2-TZVPD basis set.

Structure (ORCA input):
```
! RIJCOSX wB97M-V def2-TZVPD def2/J DEFGRID3
* xyz -1 1
O -5.24 1.65 2.76
C -4.73 2.48 1.98
O -4.56 3.71 2.40
C -4.25 2.10 0.54
C -4.63 2.84 -0.67
C -4.09 2.39 -1.96
C -3.23 1.22 -2.10
C -2.84 0.44 -0.87
C -3.37 0.94 0.41
S -2.84 -0.01 1.89
C -1.09 -0.41 1.47
C -0.03 -0.38 2.47
C 1.34 -0.69 2.01
C 1.62 -1.06 0.62
C 0.52 -1.07 -0.37
C -0.86 -0.73 0.04
N -1.98 -0.76 -0.92
H -5.29 3.74 -0.58
H -4.34 2.94 -2.91
H -2.84 0.92 -3.11
H -0.27 -0.10 3.52
H 2.18 -0.65 2.75
H 2.65 -1.32 0.27
H 0.74 -1.35 -1.43
H -2.59 -1.51 -0.56
N 0.70 2.14 -1.51
C -0.28 2.96 -1.18
C -0.28 4.32 -1.45
C 0.82 4.86 -2.10
C 1.87 4.02 -2.45
C 1.76 2.67 -2.13
H -1.11 2.48 -0.67
H -1.12 4.94 -1.16
H 0.86 5.92 -2.33
H 2.74 4.40 -2.96
H 2.55 1.97 -2.39
N 3.19 -3.92 0.23
C 3.74 -5.01 -0.30
C 4.26 -6.06 0.45
C 4.21 -5.96 1.83
C 3.64 -4.84 2.41
C 3.14 -3.85 1.57
H 3.76 -5.04 -1.38
H 4.70 -6.92 -0.04
H 4.61 -6.76 2.45
H 3.58 -4.73 3.48
H 2.69 -2.96 1.97
*
```

Summary:
Kohn-Sham gap in eV: 6.4
Energy above the lowest of the compared OMol25 structures with the same formula, charge and spin in eV: 1.340
Largest force on an atom in eV Å⁻¹: 4.35
HOMO energy in eV: -4.1

natural (NBO) population analysis, charges in e, atoms 1 to 6:
1 O -0.7283
2 C 0.7107
3 O -0.7751
4 C -0.1295
5 C -0.2060
6 C -0.2407


Computed, not measured: C23H19AlIN3O4S as an isolated structure at a distorted geometry, with ωB97M-V with the def2-TZVPD basis set.

Structure (ORCA input):
```
! RIJCOSX wB97M-V def2-TZVPD def2/J DEFGRID3
* xyz 0 1
Al 0.77 0.81 0.80
O 2.30 1.08 4.36
C 2.15 1.04 3.17
O 1.03 1.07 2.53
C 3.33 1.00 2.23
C 4.64 1.03 2.69
C 5.66 1.05 1.76
C 5.33 1.00 0.41
C 3.99 0.93 0.05
N 3.01 0.96 0.94
H 4.81 1.04 3.75
H 6.69 1.10 2.07
H 6.09 1.03 -0.35
H 3.71 0.86 -0.99
C -0.94 -4.42 -4.45
C -0.83 -3.76 -3.11
C -0.30 -4.44 -2.02
C -0.15 -3.81 -0.80
C -0.54 -2.49 -0.67
C -1.11 -1.81 -1.72
C -1.25 -2.44 -2.95
S -0.19 -1.63 0.86
O -0.50 -2.50 1.96
O 1.22 -1.18 0.76
N -0.87 -0.20 0.84
C -2.11 0.34 0.95
C -3.34 -0.27 0.94
C -4.51 0.51 1.00
C -4.47 1.88 1.03
C -3.22 2.54 1.04
C -3.05 3.94 1.05
C -1.78 4.46 1.09
C -0.68 3.60 1.11
N -0.80 2.30 1.05
C -2.04 1.77 1.03
H -0.14 -5.15 -4.59
H -0.89 -3.68 -5.25
H -1.89 -4.94 -4.53
H 0.01 -5.47 -2.13
H 0.27 -4.31 0.05
H -1.45 -0.79 -1.59
H -1.68 -1.90 -3.78
H -3.41 -1.35 0.89
H -5.46 0.01 1.03
H -5.38 2.46 1.03
H -3.91 4.59 1.03
H -1.61 5.53 1.10
H 0.33 3.98 1.15
I -0.48 2.28 -2.23
C 0.96 0.99 -1.23
H 1.90 1.35 -1.64
H 0.78 0.02 -1.70
*
```

Summary:
Kohn-Sham gap in eV: 8.0
Energy above the lowest of the compared OMol25 structures with the same formula, charge and spin in eV: 0.510
Largest force on an atom in eV Å⁻¹: 1.81
HOMO energy in eV: -8.1

natural (NBO) population analysis, charges in e, atoms 1 to 6:
1 Al 1.9062
2 O -0.5869
3 C 0.7691
4 O -0.8582
5 C 0.1158
6 C -0.2009


Computed, not measured: C23H19AsCl2N6O6PmS as an isolated structure at a distorted geometry, with ωB97M-V with the def2-TZVPD basis set.

Structure (ORCA input):
```
! RIJCOSX wB97M-V def2-TZVPD def2/J DEFGRID3
* xyz -1 5
Pm -0.25 0.54 1.45
O 1.85 -1.15 1.59
As 1.43 -0.23 3.34
O 2.29 -1.04 4.47
O -0.16 -0.93 2.98
C 2.74 1.02 2.41
C 3.95 0.87 3.08
C 5.12 1.49 2.67
C 5.14 2.29 1.55
C 3.97 2.45 0.82
C 2.79 1.82 1.23
S 1.43 2.14 0.11
O 0.99 0.81 -0.40
O 1.87 3.04 -0.90
O 0.31 2.64 0.93
H 1.94 -2.05 1.94
H 3.96 0.23 3.96
H 6.03 1.35 3.25
H 6.05 2.78 1.22
H 3.98 3.06 -0.07
C -3.66 -0.08 -1.25
C -2.43 -0.91 -1.13
N -1.61 -0.93 -0.12
C -0.59 -1.83 -0.44
C -0.82 -2.36 -1.66
N -2.01 -1.77 -2.10
C -2.69 -2.02 -3.33
N -2.06 -1.41 -4.49
N -2.48 -0.19 -4.87
N -1.82 0.20 -5.90
C -0.92 -0.83 -6.21
C 0.02 -0.90 -7.25
C 0.77 -2.04 -7.33
C 0.59 -3.11 -6.40
C -0.32 -3.04 -5.38
C -1.08 -1.85 -5.32
H -3.73 0.52 -0.34
H -4.57 -0.68 -1.32
H -3.61 0.59 -2.11
H 0.24 -1.99 0.24
H -0.26 -3.06 -2.27
H -3.69 -1.60 -3.28
H -2.77 -3.09 -3.50
H 0.14 -0.08 -7.94
H 1.51 -2.14 -8.11
H 1.21 -3.99 -6.49
H -0.44 -3.85 -4.67
Cl 1.32 1.22 6.68
C -0.29 1.49 6.04
C -1.26 1.73 7.00
C -2.58 2.02 6.64
C -2.88 2.09 5.29
C -1.88 1.84 4.38
Cl -2.46 1.85 2.65
C -0.52 1.53 4.64
N 0.40 1.37 3.65
H -0.97 1.68 8.04
H -3.34 2.20 7.39
H -3.88 2.31 4.95
*
```

Summary:
Kohn-Sham gap (alpha / beta) in eV: 5.6 / 5.6
Largest force on an atom in eV Å⁻¹: 4.25
HOMO energy (alpha / beta) in eV: -3.9 / -3.9

Löwdin population analysis, charges in e, atoms 1 to 6:
1 Pm 1.4347
2 O -0.4045
3 As 0.7827
4 O -0.4937
5 O -0.6183
6 C -0.2023


Computed, not measured: an isolated ion of composition C23H19F2N2O and charge +1 at a distorted geometry, with ωB97M-V with the def2-TZVPD basis set.

Structure (ORCA input):
```
! RIJCOSX wB97M-V def2-TZVPD def2/J DEFGRID3
* xyz 1 1
F 6.72 1.56 1.53
C 5.67 2.11 0.80
C 5.93 3.31 0.15
C 4.88 3.93 -0.55
C 3.62 3.31 -0.61
C 3.37 2.05 -0.02
C 2.05 1.50 -0.23
C 1.59 0.31 0.28
C 0.11 0.00 0.57
C 0.04 -1.25 1.41
C 0.95 -1.44 2.47
C 0.80 -2.53 3.34
F 1.64 -2.56 4.43
C -0.19 -3.49 3.23
C -1.08 -3.31 2.16
C -0.95 -2.23 1.24
C 4.43 1.45 0.75
H 6.92 3.80 0.20
H 5.02 4.90 -1.04
H 2.80 3.77 -1.15
H 1.32 2.14 -0.75
H 2.31 -0.54 0.63
H -0.81 0.78 0.81
H 1.72 -0.68 2.70
H -0.26 -4.28 3.94
H -1.89 -4.03 2.01
H -1.70 -2.20 0.41
H 4.31 0.50 1.26
C -6.01 0.07 0.24
O -5.63 -0.13 -1.12
C -4.34 -0.23 -1.47
C -3.17 -0.02 -0.62
C -1.92 -0.26 -1.22
C -1.86 -0.70 -2.56
C -2.93 -0.81 -3.41
C -4.18 -0.57 -2.91
N -0.53 -0.84 -2.89
C 0.20 -0.51 -1.81
N -0.57 -0.22 -0.80
H -7.10 0.18 0.23
H -5.73 -0.82 0.84
H -5.53 0.98 0.63
H -3.26 0.32 0.45
H -2.72 -1.04 -4.46
H -5.13 -0.66 -3.50
H -0.17 -1.01 -3.83
H 1.26 -0.63 -1.76
*
```

Summary:
Kohn-Sham gap in eV: 8.2
Energy above the lowest of the compared OMol25 structures with the same formula, charge and spin in eV: 0.115
Largest force on an atom in eV Å⁻¹: 3.62
HOMO energy in eV: -11.5

natural (NBO) population analysis, charges in e, atoms 1 to 6:
1 F -0.3220
2 C 0.4076
3 C -0.2442
4 C -0.1879
5 C -0.1752
6 C -0.1226


What is the formula in the second record?
C23H18ClN3O5


The highest largest force on an atom belongs to which entry?
C23H18N3O2S


Which formula does entry 6 have?
C23H19AlIN3O4S